# 1
Molecular formula: C8H11N5
Method: DFT, ωB97M-V/def2-TZVPD

The geometry in XYZ format:
```
24
Properties=species:S:1:pos:R:3:forces:R:3
C 1.2126 -0.0672 -3.1787 2.23 -4.55 6.99
C 0.8858 1.8688 -1.8261 9.00 -0.04 -7.60
C 0.2795 -0.2203 -1.0054 -3.17 -0.40 3.74
C -0.2876 -2.3351 -0.2953 2.17 -2.44 -1.58
C -0.5986 -0.7631 1.2039 0.22 3.49 -1.89
C -1.3404 -0.7072 3.5713 -9.11 1.05 -0.51
C -0.5836 1.1860 1.9971 -1.87 3.90 12.77
C -0.1718 0.3199 0.2287 -0.45 -3.92 2.60
H 0.6124 -0.7502 -3.6467 -1.20 -2.56 -0.43
H 2.3825 -0.4021 -3.0170 -2.95 -0.15 0.36
H 1.4244 0.5003 -3.8777 1.14 6.92 -6.09
H 1.6131 2.3289 -1.2180 1.93 -0.89 1.06
H 0.9985 2.5985 -2.8658 -0.16 -2.81 2.29
H 0.1615 2.2452 -1.5226 -11.93 6.41 5.27
H -0.0766 -3.4725 -0.5056 -1.01 2.25 0.15
H -2.0089 0.0616 4.3313 1.31 -1.98 -2.42
H -0.7081 -1.0103 4.2548 4.15 -1.98 2.49
H -2.1699 -1.7124 3.1666 2.79 3.24 1.59
H -0.5418 1.8210 3.1833 -0.23 -0.64 -4.03
N 0.5607 0.5316 -1.9954 4.05 0.80 -6.04
N 0.1136 -1.5002 -1.2370 0.34 -1.94 -0.33
N -0.6038 -2.0421 0.9213 -1.33 -0.04 2.63
N -0.9867 -0.0198 2.4139 2.41 -3.85 -6.05
N -0.1668 1.5407 0.9192 1.66 0.13 -4.96
```
Positions in Å, forces in eV/Å.

Output
HOMO: -8.1 eV



# 2
Molecular formula: C90H190N10O10
Method: DFT, ωB97M-V/def2-TZVPD

The geometry in XYZ format:
```
300
Properties=species:S:1:pos:R:3:forces:R:3
C 1.6473 1.1956 1.3267 -0.04 -0.04 -0.30
C 1.5370 -0.3270 1.6409 1.77 0.60 -1.39
C 0.7344 -0.5025 2.8710 -1.07 -1.12 0.37
C 0.8056 -0.8630 0.3605 0.16 -1.13 1.92
C 0.7312 -2.3978 0.3229 0.73 -0.15 -0.56
C 2.1665 -2.9846 0.1952 0.35 1.03 0.26
C 3.1333 -2.4456 1.2926 -0.53 0.33 0.22
C 2.9340 -3.3000 2.5157 0.26 0.28 0.56
C 4.6567 -2.6648 0.8859 -2.17 1.54 1.31
N 2.8807 -1.0187 1.6417 -1.65 0.29 -2.86
O 3.8483 -0.4801 2.4339 0.62 0.27 1.73
H 0.8156 1.3914 0.6499 0.41 0.20 -0.62
H 1.4207 1.9674 2.0621 0.47 -0.56 0.91
H 2.6212 1.4163 0.8896 -0.21 0.17 -0.38
H 0.9226 0.1592 3.7165 0.53 -0.24 -0.10
H -0.3050 -0.3323 2.5901 -0.26 0.03 0.20
H 0.8326 -1.5635 3.1005 -0.30 0.09 0.77
H -0.2000 -0.4696 0.5091 -0.06 0.20 -0.81
H 1.3606 -0.4836 -0.4975 -0.39 0.05 -0.15
H 0.1983 -2.8359 1.1668 0.28 0.27 0.53
H 0.0736 -2.7082 -0.4890 0.32 -0.01 -0.47
H 2.6678 -2.7442 -0.7424 -0.53 0.27 -0.47
H 2.2059 -4.0718 0.2636 -0.23 -0.08 0.09
H 3.5537 -4.1685 2.2927 -0.36 -0.46 0.91
H 1.9022 -3.5266 2.7846 -0.06 -0.28 -0.36
H 3.3058 -2.6721 3.3254 0.46 -0.61 0.40
H 5.0149 -1.6805 0.5844 0.19 -0.43 -1.18
H 4.6210 -3.5238 0.2157 0.90 0.28 -0.02
H 5.1580 -2.7648 1.8486 0.35 -0.81 -0.28
H 4.2760 0.2243 1.9415 0.06 0.08 -0.29
C 8.3952 6.6882 -5.3102 -0.40 0.59 -0.36
C 7.1823 5.7758 -4.9549 -0.72 1.17 -0.16
C 6.1823 5.7891 -6.1378 -0.01 0.57 0.51
C 7.7038 4.3748 -4.7578 -0.14 0.31 0.80
C 6.6906 3.4393 -4.2188 -0.54 0.18 1.83
C 6.1500 3.9173 -2.8418 0.26 0.60 -0.75
C 5.7376 5.4524 -2.7292 0.02 -1.26 -1.09
C 4.2980 5.4504 -3.2250 -0.73 1.34 0.98
C 5.9197 5.8572 -1.1912 0.70 -0.29 -2.08
N 6.5254 6.2930 -3.7108 1.64 -1.06 1.38
O 6.2744 7.7043 -3.6780 -0.46 -1.32 -0.25
H 8.0669 7.6944 -5.5709 -0.35 0.00 -0.27
H 9.1577 6.9051 -4.5621 -0.26 -0.71 0.65
H 8.9481 6.3130 -6.1714 -0.17 -0.23 -0.15
H 5.7966 6.8082 -6.1630 0.08 0.13 -0.61
H 6.6597 5.4693 -7.0640 0.00 0.32 -0.13
H 5.2967 5.1716 -5.9876 0.23 -0.27 0.19
H 7.9673 3.9735 -5.7364 1.09 0.30 0.15
H 8.4306 4.5360 -3.9616 1.02 -0.66 -0.49
H 5.9125 3.3188 -4.9725 -0.32 -0.34 0.29
H 7.1018 2.4858 -3.8870 0.21 -0.32 -0.97
H 6.8169 3.6657 -2.0171 0.64 0.07 -0.28
H 5.3399 3.2009 -2.7063 -0.68 0.65 0.53
H 3.7760 4.5565 -2.8837 -0.32 0.26 -0.03
H 4.1547 5.6224 -4.2918 0.39 -0.49 0.00
H 3.8727 6.3555 -2.7914 -0.67 -0.02 0.16
H 6.9508 5.6002 -0.9489 0.19 0.15 0.02
H 5.3226 5.2254 -0.5337 -0.44 0.30 -0.16
H 5.8103 6.9315 -1.0427 -0.41 -0.10 0.15
H 7.0314 8.0504 -3.1996 0.22 0.12 0.06
C 4.5489 10.4664 -2.1873 -1.37 -0.41 -0.70
C 5.5280 10.8762 -1.0736 -0.97 0.08 -1.55
C 5.0245 10.1687 0.1870 0.40 0.86 0.69
C 6.9192 10.3728 -1.3765 1.66 1.12 -1.55
C 7.7158 11.1967 -2.4961 -1.26 -1.52 0.23
C 7.7728 12.6613 -2.2162 -1.40 -0.74 0.13
C 6.3382 13.1903 -1.9674 0.23 1.30 1.67
C 6.6404 14.5666 -1.2754 0.34 -0.64 -0.64
C 5.6116 13.4408 -3.2342 -1.06 -0.66 -1.78
N 5.5844 12.3149 -1.0213 1.00 1.04 1.78
O 4.3434 12.8929 -0.5613 0.89 -0.30 -0.77
H 3.5208 10.8139 -2.0860 -0.12 0.45 1.20
H 4.6585 10.8923 -3.1847 1.17 -0.40 -0.19
H 4.3646 9.3926 -2.2208 0.59 -0.23 -0.36
H 5.7016 10.3745 1.0161 0.02 0.22 0.17
H 4.0307 10.5271 0.4553 -0.02 -0.18 -0.04
H 5.0341 9.0823 0.0995 -0.16 0.05 -0.43
H 7.6326 10.4638 -0.5574 -0.59 -0.71 0.70
H 6.6999 9.3765 -1.7602 0.84 -0.32 0.42
H 8.7595 10.8957 -2.5858 -0.14 -0.78 -0.12
H 7.1484 10.9530 -3.3943 0.44 0.31 -0.57
H 8.2007 13.1791 -3.0747 0.02 0.22 0.08
H 8.4176 12.7842 -1.3460 -0.09 0.40 0.12
H 5.8470 15.3136 -1.2556 -0.40 -0.51 0.78
H 7.3880 15.0890 -1.8723 0.24 -0.20 -0.32
H 7.1790 14.2761 -0.3734 -0.60 0.68 0.56
H 5.7992 12.6509 -3.9616 0.77 0.15 -0.40
H 5.8207 14.4270 -3.6487 0.12 -0.13 -0.19
H 4.5308 13.3004 -3.2215 -0.22 0.59 0.89
H 4.6086 13.1350 0.3290 -0.27 0.22 0.16
C 4.3192 -0.2267 -3.8973 -0.73 0.10 0.24
C 3.0595 -0.0698 -4.8279 1.51 0.86 -0.77
C 2.1146 0.8812 -4.1086 -0.91 -0.55 -0.21
C 3.5906 0.6903 -6.2079 -1.07 -0.91 0.95
C 2.6946 0.3733 -7.4440 2.07 -0.28 -0.13
C 2.5705 -1.1164 -7.5518 -2.06 -1.33 -1.04
C 1.9166 -1.8392 -6.3884 -0.04 -0.61 0.27
C 0.3741 -1.5739 -6.4264 0.80 -0.17 1.26
C 2.2058 -3.3823 -6.5262 -1.50 0.64 -0.65
N 2.5098 -1.4379 -5.1083 2.34 2.68 -3.25
O 1.7716 -1.9570 -4.1232 -0.64 -1.09 2.60
H 4.9834 -1.0212 -4.2374 -0.12 -0.06 0.16
H 4.9139 0.6611 -3.6826 0.05 0.55 -1.04
H 3.9730 -0.3441 -2.8704 -0.21 -1.05 0.11
H 1.2031 0.9813 -4.6979 0.05 0.68 -0.33
H 1.7034 0.4966 -3.1752 0.49 -0.26 0.25
H 2.6258 1.8228 -3.9080 -0.26 0.09 -0.16
H 3.7455 1.7445 -5.9781 -0.65 0.17 0.13
H 4.6265 0.3886 -6.3627 -0.12 -0.64 -0.39
H 1.7466 0.8802 -7.6242 -0.15 0.02 1.03
H 3.1771 0.5315 -8.4084 0.69 0.97 0.15
H 3.3155 -1.7462 -8.0382 1.33 0.69 0.79
H 1.8769 -1.2183 -8.3864 -0.71 -0.22 -0.05
H -0.0703 -2.0504 -5.5526 -0.17 -0.57 -0.31
H -0.0697 -1.9164 -7.3612 -0.07 0.22 0.14
H 0.1726 -0.5344 -6.1677 0.04 0.32 -0.76
H 1.8930 -4.0149 -5.6956 0.39 0.40 0.52
H 3.2137 -3.6182 -6.8678 -0.06 0.12 0.17
H 1.4642 -3.7081 -7.2556 0.33 -0.25 -0.65
H 2.3458 -2.7065 -3.9492 -0.57 -0.48 1.03
C 7.9180 0.2721 -1.0459 -0.65 -0.73 0.81
C 9.3569 0.4248 -1.4933 0.51 0.66 -0.33
C 9.5136 1.5616 -2.5328 -0.01 -1.13 -0.92
C 10.2381 0.8524 -0.3455 1.59 0.85 0.64
C 11.7505 0.5440 -0.6365 -1.47 0.19 2.42
C 11.9724 -0.9059 -0.6659 0.47 -1.19 -1.75
C 11.1447 -1.5606 -1.8072 0.26 0.80 0.83
C 11.9897 -1.3554 -3.0856 -0.55 -0.04 -0.60
C 10.9332 -3.0165 -1.4321 -0.31 -1.09 -0.54
N 9.7761 -0.9153 -1.9349 1.87 -0.44 2.09
O 9.1824 -1.3292 -3.0856 -0.63 0.01 -1.88
H 7.2322 0.1018 -1.8759 -0.11 0.39 0.00
H 7.8409 -0.6118 -0.4127 0.28 -0.53 -0.24
H 7.5421 0.9753 -0.3028 0.06 0.97 -0.65
H 10.5425 1.6431 -2.8832 0.26 0.30 0.53
H 9.0338 1.2821 -3.4708 -0.64 0.21 0.09
H 9.1474 2.5010 -2.1186 -0.02 -0.02 -0.23
H 10.2270 1.9238 -0.1456 -0.46 0.44 -0.82
H 9.8481 0.5751 0.6338 0.44 -1.24 0.08
H 12.1302 1.0448 -1.5271 -0.08 0.10 0.23
H 12.3354 0.7290 0.2644 0.10 1.50 -0.13
H 11.9727 -1.4144 0.2982 -0.91 0.16 0.13
H 13.0213 -0.9911 -0.9501 0.15 -0.52 -0.12
H 11.7083 -2.0326 -3.8920 -0.14 -0.06 0.04
H 13.0674 -1.4485 -2.9515 -0.09 -0.22 0.30
H 11.8139 -0.3511 -3.4711 0.00 0.09 0.01
H 11.7356 -3.5009 -0.8757 0.46 0.41 -0.12
H 10.7998 -3.6303 -2.3230 -0.15 -0.09 -0.12
H 10.0583 -3.1812 -0.8033 -0.15 0.40 -0.02
H 8.5191 -1.9858 -2.8606 -0.14 -0.15 0.26
C 0.7381 3.4642 -2.1044 0.76 -0.39 0.31
C 0.3599 4.8834 -1.5859 -0.57 -1.50 1.25
C 1.3617 5.3098 -0.4311 -1.14 0.27 0.26
C 0.6168 5.7614 -2.8043 -1.14 2.65 0.51
C 0.0297 7.1856 -2.5746 -2.15 -0.35 1.55
C -1.4897 7.0821 -2.1433 0.87 -0.12 -0.09
C -1.7777 6.1938 -0.8479 1.36 1.33 -3.89
C -1.3828 7.0062 0.4236 -0.10 -1.08 0.24
C -3.2814 5.9392 -1.0044 0.48 -0.59 2.12
N -1.1096 4.8997 -1.1753 0.57 1.58 -1.35
O -1.5849 3.8458 -0.3914 0.90 -0.22 1.01
H 0.4990 3.2090 -3.1368 -0.24 0.81 -0.24
H 1.8262 3.4762 -2.0408 0.18 -0.29 -0.22
H 0.4382 2.5354 -1.6192 -0.30 0.49 0.95
H 1.2099 6.3326 -0.0863 0.02 0.46 -0.79
H 1.1531 4.8618 0.5404 0.14 -1.07 -0.27
H 2.4080 5.2090 -0.7195 -0.07 -0.21 0.02
H 1.6700 6.0422 -2.7992 0.26 -1.14 -0.85
H 0.1523 5.3277 -3.6898 0.60 -0.08 -0.13
H 0.5810 7.5729 -1.7178 0.01 0.38 0.02
H 0.0714 7.9501 -3.3504 0.47 -0.49 -0.42
H -2.0806 6.7406 -2.9932 0.23 -0.97 -0.13
H -2.0062 8.0381 -2.0578 0.57 0.56 0.75
H -0.5314 7.6712 0.5686 0.34 0.27 -1.67
H -1.0318 6.2737 1.1505 -1.22 -0.20 0.77
H -2.2365 7.6449 0.6500 -0.15 -0.47 0.75
H -3.8491 6.8695 -0.9866 -0.03 -0.13 -0.08
H -3.4664 5.3572 -0.1015 -0.99 0.05 0.14
H -3.5353 5.2874 -1.8403 0.26 0.38 -0.20
H -2.2290 3.3783 -0.9283 0.04 0.03 -0.31
C 5.7607 8.6897 -9.4499 -0.34 0.21 -0.45
C 5.3558 10.1968 -9.6525 1.55 0.55 -1.73
C 5.6542 10.7417 -11.1766 0.68 -0.79 1.62
C 3.8398 10.3661 -9.3279 -0.91 -1.00 0.09
C 3.4839 10.4917 -7.8600 1.83 0.61 -0.37
C 4.3472 11.5544 -7.2439 -2.45 1.70 0.22
C 5.8184 11.4265 -7.4478 1.59 -2.08 2.56
C 6.5028 12.7445 -6.9490 -0.48 0.52 -0.25
C 6.1852 10.1668 -6.4880 -0.01 1.66 -0.58
N 6.2238 11.0642 -8.8007 -1.44 1.56 -0.89
O 7.6336 10.8748 -8.9997 -1.15 -0.64 0.73
H 6.8094 8.4537 -9.2692 0.13 0.83 0.60
H 5.1317 8.3408 -8.6310 0.29 -0.45 0.00
H 5.6272 8.0417 -10.3161 -0.86 0.25 -0.29
H 4.9707 10.3286 -11.9184 0.03 0.17 0.06
H 5.8047 11.8198 -11.2336 -1.31 0.33 0.38
H 6.6888 10.5338 -11.4497 0.04 -1.14 -0.03
H 3.2543 11.0647 -9.9257 0.72 0.59 -0.11
H 3.2850 9.4419 -9.4896 0.57 -0.53 -1.15
H 2.4231 10.6894 -7.7062 0.10 -0.29 0.07
H 3.8598 9.5904 -7.3756 -0.92 -0.38 0.09
H 3.9813 11.5687 -6.2172 1.23 -0.26 0.80
H 3.9772 12.5560 -7.4629 0.08 0.31 -1.08
H 7.5003 12.7296 -6.5098 0.15 -0.59 -0.43
H 5.9382 13.3303 -6.2236 -0.57 -0.83 0.59
H 6.4530 13.5145 -7.7189 0.51 -0.32 -0.75
H 5.5723 9.2808 -6.6533 0.33 0.04 -0.60
H 5.9056 10.4195 -5.4652 0.80 0.21 0.27
H 7.2371 10.0104 -6.7268 0.05 -0.51 0.78
H 7.9298 11.6701 -9.4483 -0.16 0.25 -0.05
C 14.2249 8.7756 -10.0761 1.37 -1.57 -0.31
C 13.2978 8.8352 -8.8854 0.57 0.00 -0.08
C 13.8356 9.8267 -7.9518 1.09 2.48 2.51
C 11.9491 9.4197 -9.3622 -0.95 -0.87 0.09
C 10.9751 8.4054 -10.0105 1.47 0.86 -1.16
C 10.8940 7.1836 -9.1592 0.09 0.35 1.11
C 12.2502 6.5052 -8.8362 -0.56 -0.03 1.32
C 12.0200 5.4636 -7.6253 0.54 1.46 -0.75
C 12.6496 5.7513 -10.1240 0.15 -0.46 -0.04
N 13.1450 7.5763 -8.2064 -4.92 -1.24 -1.21
O 14.1860 7.0158 -7.5428 2.61 -0.05 -0.02
H 15.2480 9.0761 -9.8501 -0.17 1.02 -0.04
H 14.4677 7.7150 -10.1426 -0.46 -0.25 -1.09
H 13.8268 9.2180 -10.9893 0.30 -0.23 -0.02
H 13.4907 9.8122 -6.9179 -1.62 0.02 -0.18
H 14.8564 9.8993 -7.5765 0.96 -1.00 -1.32
H 13.6934 10.8128 -8.3939 -0.20 0.16 0.30
H 11.3916 9.8741 -8.5432 0.26 0.05 0.33
H 12.2077 10.2141 -10.0623 -0.15 0.03 0.05
H 10.0025 8.8816 -10.1352 -0.09 -0.08 0.07
H 11.3517 8.1968 -11.0118 -0.07 -0.17 -0.28
H 10.1706 6.4648 -9.5441 0.03 -0.13 0.11
H 10.5228 7.6692 -8.2567 -0.31 -0.84 0.71
H 11.1796 4.7818 -7.7555 0.34 -0.15 -0.33
H 11.8351 6.0121 -6.7017 -0.43 0.39 -0.06
H 12.9809 4.9929 -7.4169 -0.32 -0.94 -0.42
H 13.6967 5.4902 -10.2775 0.18 0.51 0.19
H 12.2367 6.2437 -11.0044 0.45 0.25 -0.06
H 12.1738 4.7710 -10.1520 -0.32 -0.09 0.35
H 13.7708 6.4480 -6.8895 0.09 0.37 0.35
C 14.4358 9.6622 -2.4494 0.48 -0.37 2.03
C 13.1288 8.8174 -2.5642 0.34 1.50 -2.67
C 12.0809 9.8949 -3.0373 0.41 -0.63 1.24
C 13.3215 7.7793 -3.7345 -1.67 0.55 0.82
C 12.1125 6.8126 -3.7886 1.76 -0.29 -0.05
C 11.8432 6.1576 -2.4499 -0.63 1.47 0.99
C 11.5600 7.2610 -1.2907 4.69 -2.22 0.98
C 10.1824 7.6881 -1.3723 -1.05 2.11 -0.65
C 11.7565 6.5056 0.0403 -0.08 -0.95 0.53
N 12.7786 8.1520 -1.3312 0.22 -0.81 -1.09
O 13.0342 8.9755 -0.2060 -1.01 -0.07 -0.11
H 15.1070 9.1428 -1.7653 0.19 -0.29 0.01
H 15.0863 9.9548 -3.2736 -0.80 -0.54 -0.80
H 14.2581 10.5919 -1.9088 -0.34 0.08 -0.02
H 11.0922 9.5062 -3.2813 0.18 -0.07 -0.65
H 11.9026 10.4944 -2.1446 0.07 0.45 -0.05
H 12.5875 10.4911 -3.7962 -0.63 0.07 -0.22
H 13.2076 8.2945 -4.6883 0.66 0.45 0.02
H 14.2820 7.2644 -3.7156 -0.03 -0.04 0.31
H 11.2857 7.3354 -4.2694 -0.24 -0.18 0.29
H 12.4922 6.0568 -4.4761 -0.63 -0.37 -0.26
H 12.6859 5.5397 -2.1399 0.10 0.11 -0.02
H 10.9610 5.5194 -2.5004 -0.13 -0.10 0.05
H 9.6200 6.8937 -0.8816 -0.71 0.24 -0.73
H 10.0396 7.9423 -2.4226 -1.11 -0.72 -0.20
H 9.9727 8.6551 -0.9152 0.11 -0.09 0.69
H 11.2643 5.5374 -0.0504 -0.42 -0.05 0.11
H 11.3912 6.9798 0.9512 -0.45 0.39 -0.27
H 12.7663 6.2104 0.3256 0.43 0.29 -0.64
H 13.5628 8.3846 0.3353 0.17 0.12 0.21
C 10.3491 12.1633 -6.7050 -0.88 -0.29 -0.31
C 10.8950 13.3957 -7.5473 1.13 -4.16 -0.64
C 11.4147 12.8808 -8.9396 0.87 -0.61 0.78
C 9.8493 14.3526 -7.9536 -0.83 2.82 0.11
C 9.4848 15.3316 -6.8408 -0.77 0.15 -0.26
C 10.6858 15.9672 -6.2069 0.36 -1.48 0.41
C 11.6920 14.9038 -5.6280 0.75 2.53 -2.68
C 12.9180 15.8974 -5.4168 1.09 -2.07 -0.33
C 11.1525 14.3350 -4.3654 0.40 -1.23 0.89
N 12.0216 13.9189 -6.7751 -0.43 4.83 0.38
O 13.0542 13.0409 -6.5207 -0.57 -2.18 0.83
H 9.9153 12.4195 -5.7384 0.47 0.54 0.21
H 9.5061 11.5922 -7.0940 -0.12 0.24 -0.99
H 11.0850 11.3774 -6.5346 0.50 0.41 0.03
H 11.8737 13.6759 -9.5272 -0.23 0.27 0.13
H 12.1978 12.1320 -8.8200 -0.07 0.03 0.19
H 10.6415 12.3920 -9.5324 -0.29 0.16 0.14
H 10.0970 14.9639 -8.8214 1.42 0.39 0.10
H 8.9848 13.9742 -8.4991 -0.39 -1.21 1.05
H 8.9768 16.1930 -7.2745 -0.87 -0.32 0.06
H 8.8811 14.8086 -6.0991 -0.33 0.25 0.10
H 10.4390 16.5623 -5.3276 -0.35 0.20 -0.11
H 11.1273 16.6345 -6.9471 0.43 -0.17 0.07
H 12.8772 16.7174 -4.6998 -0.79 -0.28 0.17
H 13.2452 16.3251 -6.3644 -0.39 -0.03 -0.17
H 13.7731 15.2892 -5.1221 0.30 -0.02 0.38
H 11.4556 14.9205 -3.4974 -0.29 0.21 -0.01
H 11.5843 13.3479 -4.2002 0.17 -0.14 0.05
H 10.0766 14.1604 -4.3739 -0.04 0.33 0.00
H 13.9242 13.4468 -6.5171 -0.31 0.90 -0.51
```
Positions in Å, forces in eV/Å.

Output
SMILES: CC1(C)CCCC(C)(C)N1O.CC1(C)CCCC(C)(C)N1O.CC1(C)CCCC(C)(C)N1O.CC1(C)CCCC(C)(C)N1O.CC1(C)CCCC(C)(C)N1O.CC1(C)CCCC(C)(C)N1O.CC1(C)CCCC(C)(C)N1O.CC1(C)CCCC(C)(C)N1O.CC1(C)CCCC(C)(C)N1O.CC1(C)CCCC(C)(C)N1O
HOMO: -7.6 eV



Looking at molar mass for the records above, in order, we have 177.2, 1572.6 g/mol.
Looking at Kohn-Sham gap for the records above, in order, we have 8.942, 7.997 eV.
Looking at relative energy (zero: lowest compared OMol25 entry of this formula, charge and spin) for the records above, in order, we have 174.03, 325.24 kcal/mol.